No. 1
Molecular formula: C18H52N2O7
Method: DFT, wB97M-V/def2-TZVPD

Structure (XYZ):
```
79
C18H52N2O7 | OMol25 | wB97M-V/def2-TZVPD
C -1.289 -1.380 -2.940
O -0.824 -2.585 -3.457
C -0.091 -2.426 -4.650
C 0.548 -3.750 -5.034
C 1.706 -4.087 -4.095
N 1.034 -3.665 -6.405
H -0.493 -0.660 -2.694
H -1.726 -1.538 -1.950
H -2.028 -0.879 -3.575
H -0.805 -2.145 -5.441
H 0.656 -1.625 -4.624
H -0.156 -4.591 -4.963
H 2.460 -3.298 -4.032
H 2.269 -4.955 -4.450
H 1.318 -4.289 -3.097
H 0.265 -3.428 -7.028
H 1.344 -4.585 -6.700
C 2.841 0.733 0.713
O 3.179 1.918 0.025
C 2.069 2.520 -0.628
C 2.626 3.799 -1.284
C 1.510 4.739 -1.726
N 3.470 3.468 -2.439
H 2.147 0.893 1.547
H 3.796 0.395 1.114
H 2.351 -0.032 0.102
H 1.625 1.783 -1.301
H 1.328 2.843 0.119
H 3.227 4.268 -0.500
H 0.975 4.296 -2.568
H 1.841 5.754 -1.931
H 0.807 4.837 -0.891
H 4.072 2.674 -2.232
H 2.824 3.087 -3.132
C -0.834 0.390 -0.576
C -1.433 0.138 0.787
O -0.454 0.506 1.773
H -1.549 0.072 -1.345
H 0.125 -0.116 -0.681
H -0.676 1.441 -0.823
H -1.700 -0.911 0.951
H -2.342 0.746 0.873
H -0.978 0.635 2.592
C 1.141 -2.673 -0.472
C 1.330 -2.723 1.053
O 1.273 -4.072 1.485
H 1.625 -1.858 -1.022
H 0.090 -2.668 -0.764
H 1.595 -3.573 -0.889
H 0.535 -2.140 1.531
H 2.298 -2.297 1.324
H 0.405 -4.266 1.884
C -2.284 3.604 1.115
C -1.328 4.676 1.564
O -1.660 5.882 0.862
H -2.076 3.200 0.123
H -3.331 3.912 1.097
H -2.233 2.754 1.802
H -0.313 4.358 1.303
H -1.406 4.854 2.639
H -1.305 6.637 1.339
C -0.416 2.275 4.869
C -1.490 1.304 5.284
O -2.037 0.696 4.111
H -0.830 3.157 4.380
H 0.338 1.801 4.238
H 0.130 2.666 5.731
H -2.245 1.884 5.825
H -1.114 0.518 5.944
H -2.776 0.136 4.362
C -2.048 -2.464 3.385
C -2.362 -3.499 2.324
O -1.375 -4.524 2.289
H -2.329 -2.853 4.369
H -2.691 -1.592 3.238
H -1.027 -2.088 3.396
H -2.354 -3.043 1.332
H -3.363 -3.924 2.449
H -1.405 -5.047 3.098
```

**HOMO energy**: -0.331 Ha
**Energy relative to the best compared isomer or geometry (same formula, charge and spin)**: 20.50 kJ/mol
**SMILES string**: COC[C@H](C)N.COC[C@H](C)N.CCO.CCO.CCO.CCO.CCO
**Net charge**: 0
**Orbital gap**: 9.3 eV

***

No. 2
Molecular formula: C18H52O18S5
Method: DFT, wB97M-V/def2-TZVPD

Structure (XYZ):
```
93
C18H52O18S5 | OMol25 | wB97M-V/def2-TZVPD
C -2.715 1.257 -0.068
C -2.578 1.285 1.417
O -3.162 0.019 1.858
S -2.923 -0.441 3.369
C -3.707 0.860 4.301
O -3.573 -1.703 3.379
O -1.519 -0.418 3.729
H -1.943 0.677 -0.608
H -2.606 2.312 -0.367
H -3.704 0.916 -0.379
H -1.491 1.357 1.658
H -3.180 2.108 1.807
H -4.708 1.038 3.874
H -3.188 1.837 4.365
H -3.801 0.496 5.290
C 4.546 -1.301 1.231
C 4.427 -0.002 0.442
O 5.736 0.669 0.486
S 5.668 2.221 0.230
C 7.211 2.812 0.851
O 5.646 2.428 -1.215
O 4.567 2.767 1.011
H 3.702 -1.952 0.970
H 4.546 -1.153 2.320
H 5.498 -1.745 1.068
H 4.197 -0.279 -0.649
H 3.651 0.660 0.873
H 6.992 3.845 0.641
H 8.083 2.517 0.284
H 7.281 2.660 1.933
C -0.831 -0.259 -6.186
C -1.582 -0.268 -4.879
O -2.428 -1.475 -4.805
S -3.828 -1.525 -4.163
C -4.827 -0.827 -5.467
O -4.122 -2.902 -4.123
O -3.860 -0.734 -2.997
H -0.326 -1.240 -6.317
H -0.095 0.603 -5.971
H -1.328 -0.089 -7.128
H -0.938 -0.379 -3.969
H -2.228 0.633 -4.788
H -4.660 0.247 -5.548
H -5.842 -1.149 -5.226
H -4.516 -1.351 -6.328
C 0.838 3.830 4.214
C 1.016 2.868 5.394
O -0.276 2.195 5.608
S -0.386 1.419 7.021
C 0.285 -0.242 6.725
O 0.438 2.140 7.961
O -1.802 1.333 7.187
H 1.797 4.101 3.807
H 0.202 4.614 4.562
H 0.246 3.310 3.424
H 1.700 2.058 5.144
H 1.216 3.355 6.332
H 1.343 -0.231 6.516
H -0.213 -0.692 5.862
H 0.102 -0.931 7.550
C -0.908 -4.613 -5.550
C -1.310 -4.651 -4.052
O -0.795 -3.438 -3.338
S -0.564 -3.405 -1.758
C -2.129 -3.308 -1.095
O 0.018 -4.630 -1.289
O 0.140 -2.220 -1.455
H -1.572 -4.008 -6.150
H -1.155 -5.626 -6.027
H 0.113 -4.143 -5.659
H -2.407 -4.594 -4.062
H -0.888 -5.501 -3.531
H -2.596 -4.238 -1.445
H -2.675 -2.436 -1.413
H -2.019 -3.292 -0.030
C 0.737 -1.868 1.531
O 0.721 -0.495 1.893
H -0.253 -2.369 1.458
H 1.251 -1.940 0.531
H 1.319 -2.505 2.324
H 0.130 -0.358 2.664
C 0.528 4.133 0.321
O 0.354 2.804 0.536
H -0.450 4.588 0.245
H 1.049 4.636 1.196
H 1.174 4.495 -0.445
H 1.071 2.382 0.978
C 1.805 0.515 -3.566
O 0.588 0.424 -2.824
H 2.756 0.327 -3.079
H 1.670 -0.148 -4.419
H 1.686 1.556 -3.893
H 0.562 -0.237 -2.112
```

**HOMO energy**: -0.361 Ha
**Energy relative to the best compared isomer or geometry (same formula, charge and spin)**: 47.54 kJ/mol
**SMILES string**: CCOS(C)(=O)=O.CCOS(C)(=O)=O.CCOS(C)(=O)=O.CCOS(C)(=O)=O.CCOS(C)(=O)=O.CO.CO.CO
**Net charge**: 0
**Orbital gap**: 10.2 eV

***

No. 3
Molecular formula: C18H54N10O6P3Ti
Method: DFT, wB97M-V/def2-TZVPD

Structure (XYZ):
```
92
C18H54N10O6P3Ti | OMol25 | wB97M-V/def2-TZVPD
Ti -0.945 -0.357 -0.038
N -3.490 -0.925 1.010
O -3.367 -0.815 -0.245
O -2.465 -0.805 1.622
O -4.491 -1.344 1.561
O 0.126 -2.229 -0.937
P 0.772 -3.476 -1.519
N 0.512 -3.644 -3.098
C 1.263 -2.848 -4.092
C -0.916 -3.829 -3.576
N 0.057 -4.846 -0.812
C -1.156 -4.697 0.127
C 0.438 -6.203 -1.108
N 2.481 -3.444 -1.124
C 3.001 -2.283 -0.516
C 3.504 -4.570 -1.476
H 0.964 -1.817 -4.286
H 1.034 -3.266 -5.072
H 2.315 -2.910 -3.816
H -1.683 -3.305 -3.006
H -1.018 -4.901 -3.409
H -0.957 -3.619 -4.645
H -2.103 -4.837 -0.395
H -1.146 -5.196 1.096
H -1.174 -3.687 0.539
H -0.074 -6.811 -0.362
H 0.263 -6.461 -2.153
H 1.488 -6.467 -0.980
H 2.367 -1.397 -0.490
H 3.329 -2.526 0.495
H 3.869 -1.906 -1.058
H 4.442 -4.427 -0.941
H 3.620 -4.309 -2.528
H 3.104 -5.554 -1.230
O -0.985 1.730 -1.134
P -2.079 2.737 -1.181
N -3.558 2.210 -1.845
C -4.890 2.990 -1.792
C -3.663 1.193 -2.892
N -1.708 4.057 -2.205
C -2.562 5.231 -2.542
C -0.345 4.070 -2.831
N -2.568 3.466 0.250
C -1.700 4.513 0.753
C -3.160 2.553 1.330
H -5.111 3.088 -0.729
H -5.733 2.501 -2.281
H -4.750 3.931 -2.325
H -3.891 0.255 -2.385
H -2.731 1.231 -3.457
H -4.459 1.408 -3.605
H -2.992 5.620 -1.619
H -1.931 6.018 -2.956
H -3.299 4.879 -3.264
H 0.417 4.392 -2.121
H -0.097 3.065 -3.171
H -0.289 4.869 -3.570
H -1.883 5.438 0.208
H -1.820 4.792 1.800
H -0.633 4.290 0.745
H -3.616 3.179 2.098
H -2.454 1.923 1.872
H -3.968 2.020 0.830
O 1.111 0.941 0.971
P 1.898 0.833 2.196
N 1.266 1.854 3.451
C -0.187 2.243 3.420
C 1.955 2.024 4.745
N 3.442 1.394 2.045
C 4.477 0.492 1.584
C 3.782 2.763 1.678
N 1.806 -0.743 2.892
C 2.398 -1.137 4.215
C 0.846 -1.822 2.350
H -0.395 3.155 3.978
H -0.894 1.436 3.613
H -0.520 2.470 2.407
H 2.978 1.647 4.762
H 1.282 1.476 5.404
H 1.957 3.062 5.078
H 4.211 -0.559 1.694
H 4.537 0.466 0.496
H 5.431 0.650 2.086
H 3.682 3.445 2.522
H 4.780 2.976 1.295
H 2.934 3.191 1.143
H 1.860 -0.549 4.959
H 2.393 -2.133 4.658
H 3.477 -0.982 4.210
H -0.234 -1.760 2.484
H 1.170 -2.736 2.846
H 1.048 -2.034 1.300
```

**HOMO energy (alpha / beta)**: -0.113 / -0.289 Ha
**Energy relative to the best compared isomer or geometry (same formula, charge and spin)**: 404.41 kJ/mol
**Net charge**: 0
**Multiplicity**: 4
**Orbital gap (alpha / beta)**: 3.6 / 8.4 eV

***

No. 4
Molecular formula: C18H54O16
Method: DFT, wB97M-V/def2-TZVPD

Structure (XYZ):
```
88
C18H54O16 | OMol25 | wB97M-V/def2-TZVPD
O 4.336 3.146 -2.551
C 3.377 4.079 -1.983
C 3.041 3.766 -0.555
O 1.653 3.704 -0.307
H 4.285 3.137 -3.510
H 3.829 5.069 -1.927
H 2.542 4.299 -2.649
H 3.503 4.510 0.095
H 3.496 2.803 -0.326
H 1.285 2.997 -0.844
O -3.471 -4.805 -0.741
C -3.757 -3.442 -1.063
C -4.363 -2.726 0.151
O -3.457 -2.133 1.040
H -3.874 -5.254 -1.488
H -2.915 -3.020 -1.613
H -4.525 -3.627 -1.813
H -5.000 -3.467 0.635
H -4.932 -1.861 -0.190
H -2.777 -2.790 1.206
O -2.479 5.081 -2.736
C -2.270 5.929 -1.544
C -1.151 5.406 -0.663
O -0.066 6.310 -0.751
H -3.404 4.880 -2.893
H -2.221 6.990 -1.785
H -3.156 5.673 -0.963
H -0.929 4.349 -0.813
H -1.521 5.409 0.363
H 0.763 5.828 -0.715
O 1.773 -1.033 4.464
C 1.204 -1.931 5.456
C 2.273 -2.788 6.154
O 2.884 -2.059 7.220
H 1.068 -0.757 3.873
H 0.850 -1.283 6.257
H 0.436 -2.521 4.956
H 2.962 -3.218 5.427
H 1.779 -3.635 6.631
H 3.189 -1.171 7.022
O 1.456 -0.339 -2.118
C 1.801 0.747 -3.032
C 1.396 0.716 -4.470
O 1.901 -0.483 -5.021
H 0.558 -0.097 -1.878
H 1.565 1.665 -2.494
H 2.874 0.820 -3.211
H 1.840 1.531 -5.041
H 0.328 0.880 -4.612
H 2.184 -0.334 -5.927
O 2.472 -2.926 -1.177
C 3.464 -2.715 -0.188
C 4.310 -1.402 -0.575
O 3.837 -0.162 -0.274
H 2.046 -2.124 -1.490
H 3.044 -2.530 0.801
H 4.107 -3.592 -0.113
H 4.428 -1.492 -1.655
H 5.253 -1.453 -0.031
H 2.969 0.001 -0.651
O -1.534 -3.919 2.371
C -0.730 -4.659 1.515
C 0.749 -4.250 1.597
O 1.493 -5.211 0.855
H -1.158 -4.061 3.243
H -0.825 -5.722 1.732
H -1.058 -4.515 0.485
H 1.137 -4.248 2.615
H 0.988 -3.296 1.127
H 1.912 -4.773 0.111
C 0.491 -0.124 1.123
C -0.851 -0.268 0.397
O -0.694 0.568 -0.750
H 0.598 0.903 1.473
H 1.360 -0.363 0.511
H 0.435 -0.692 2.052
H -1.725 -0.041 1.007
H -0.956 -1.276 -0.002
H -1.174 1.392 -0.642
C -4.654 1.262 -0.053
C -5.296 2.203 -1.054
O -4.741 3.467 -0.977
H -3.623 1.081 -0.358
H -5.246 0.378 0.181
H -4.580 1.719 0.934
H -6.331 2.352 -0.747
H -5.148 1.663 -1.990
H -4.934 3.872 -0.128
```

**HOMO energy**: -0.350 Ha
**Energy relative to the best compared isomer or geometry (same formula, charge and spin)**: 222.15 kJ/mol
**SMILES string**: OCCO.OCCO.OCCO.OCCO.OCCO.OCCO.OCCO.CCO.CCO
**Net charge**: 0
**Orbital gap**: 9.8 eV

***

No. 5
Molecular formula: C18H54O18
Method: DFT, wB97M-V/def2-TZVPD

Structure (XYZ):
```
90
C18H54O18 | OMol25 | wB97M-V/def2-TZVPD
O 1.415 -4.834 -1.139
C 0.903 -4.860 0.177
C 1.675 -5.704 1.216
O 1.052 -5.908 2.446
H 2.010 -5.575 -1.279
H 0.744 -3.857 0.574
H -0.053 -5.341 -0.030
H 2.618 -5.199 1.425
H 1.934 -6.637 0.714
H 1.072 -5.095 2.956
O -1.079 3.379 0.465
C -2.549 3.544 0.441
C -3.257 2.193 0.149
O -2.998 1.265 1.191
H -0.865 3.170 1.377
H -2.909 3.926 1.396
H -2.886 4.289 -0.281
H -2.863 1.835 -0.803
H -4.326 2.395 0.079
H -3.580 1.465 1.928
O 1.010 -3.885 -3.879
C -0.089 -2.988 -3.881
C -1.424 -3.798 -4.152
O -1.639 -4.630 -2.983
H 1.007 -4.255 -2.993
H -0.214 -2.509 -2.910
H 0.127 -2.195 -4.597
H -1.500 -4.356 -5.085
H -2.226 -3.061 -4.116
H -1.735 -4.033 -2.238
O -1.519 -0.501 -0.409
C -0.298 -0.878 0.269
C 0.515 0.420 0.619
O 0.831 1.232 -0.514
H -1.991 -0.074 0.310
H -0.385 -1.544 1.127
H 0.240 -1.466 -0.475
H 1.523 0.249 0.999
H 0.043 0.980 1.427
H 0.197 1.926 -0.710
O 1.032 -3.428 3.988
C -0.215 -3.579 4.669
C -1.328 -2.947 3.796
O -1.730 -3.701 2.666
H 1.287 -2.514 3.840
H -0.548 -4.593 4.892
H -0.023 -3.059 5.608
H -1.159 -1.914 3.489
H -2.187 -3.074 4.455
H -2.416 -4.339 2.874
O -3.008 -0.361 -3.252
C -2.251 0.302 -4.264
C -1.087 1.136 -3.691
O 0.012 0.358 -3.199
H -2.404 -0.324 -2.507
H -1.869 -0.377 -5.026
H -2.902 1.002 -4.787
H -1.502 1.932 -3.072
H -0.619 1.654 -4.528
H 0.312 0.566 -2.311
O 1.483 -0.657 3.376
C 1.435 0.334 4.393
C 1.552 -0.273 5.787
O 0.241 -0.599 6.220
H 2.244 -0.577 2.796
H 2.155 1.118 4.158
H 0.490 0.860 4.255
H 2.036 0.420 6.476
H 2.328 -1.036 5.726
H 0.325 -1.310 6.860
O 0.453 4.974 -1.432
C 0.156 6.381 -1.455
C 0.248 7.010 -0.050
O -0.806 6.628 0.822
H -0.083 4.562 -0.751
H 0.894 6.809 -2.134
H -0.855 6.586 -1.806
H 0.397 8.081 -0.190
H 1.160 6.665 0.436
H -1.612 6.802 0.330
O 3.201 2.280 -1.081
C 3.757 2.095 -2.376
C 2.658 2.618 -3.298
O 2.597 4.030 -3.225
H 2.382 1.805 -0.920
H 4.696 2.635 -2.500
H 4.086 1.086 -2.623
H 1.682 2.140 -3.218
H 2.923 2.387 -4.330
H 1.851 4.318 -2.694
```

**HOMO energy**: -0.325 Ha
**Energy relative to the best compared isomer or geometry (same formula, charge and spin)**: 207.83 kJ/mol
**SMILES string**: OCCO.OCCO.OCCO.OCCO.OCCO.OCCO.OCCO.OCCO.OCCO
**Net charge**: 0
**Orbital gap**: 8.6 eV